Record 1
ORCA calculation (ωB97M-V/def2-TZVPD) on an isolated molecule of C4H8N2O3 in a non-equilibrium geometry.

Element x y z (Å)
N: 0.952 -1.632 -1.435
C: 1.081 -2.408 -0.269
C: 0.439 -1.870 1.040
O: 1.194 -0.593 1.291
C: 0.685 0.508 0.927
N: -0.506 0.612 0.436
O: -0.837 1.963 0.442
C: -1.422 2.292 -0.733
O: -1.834 1.552 -1.581
H: -0.089 -1.630 -1.765
H: 1.325 -0.641 -1.225
H: 2.167 -2.644 -0.080
H: 0.615 -3.329 -0.474
H: -0.623 -1.566 0.986
H: 0.781 -2.390 2.018
H: 1.302 1.416 1.148
H: -1.483 3.429 -0.620

## Properties
Frontier orbital gap, Eh: 0.3725
HOMO energy, eV: -9.29
SMILES: NCCO/C=N/OC=O

These are the natural (NBO) partial charges, in e, on atoms 1 to 8: atom 1 (N): -0.82, atom 2 (C): -0.24, atom 3 (C): -0.11, atom 4 (O): -0.49, atom 5 (C): 0.39, atom 6 (N): -0.29, atom 7 (O): -0.39, atom 8 (C): 0.64

Record 2
ORCA calculation (ωB97M-V/def2-TZVPD) on the ion C2H8N3S with charge +1 in a non-equilibrium geometry.

Element x y z (Å)
N: 2.103 -0.873 0.757
N: 0.836 -0.455 1.273
C: -0.007 0.379 0.493
S: 0.360 2.115 -0.270
C: 0.131 0.318 -0.970
N: -1.258 0.250 -1.624
H: 2.590 -0.097 0.318
H: 2.752 -1.122 1.498
H: 0.704 -0.315 2.354
H: -0.996 0.400 0.857
H: 0.918 -0.071 -1.571
H: -1.927 0.176 -0.906
H: -1.309 -0.507 -2.363
H: -1.387 1.088 -2.210

## Properties
Frontier orbital gap, Eh: 0.3176
HOMO energy, eV: -12.32
SMILES: NN[C@H]1S[C@@H]1[NH3+]
Total charge: +1

These are the natural (NBO) partial charges, in e, on atoms 1 to 8: atom 1 (N): -0.65, atom 2 (N): -0.44, atom 3 (C): -0.09, atom 4 (S): 0.03, atom 5 (C): -0.15, atom 6 (N): -0.69, atom 7 (H): 0.35, atom 8 (H): 0.39